{
  "formula": "C4H9Cl6NO2",
  "method": "ωB97M-V with the def2-TZVPD basis set",
  "symbols": ["H", "C", "H", "H", "Cl", "Cl", "H", "H", "O", "H", "Cl", "Cl", "O", "H", "N", "H", "C", "Cl", "C", "H", "C", "Cl"],
  "positions_angstrom": [[0.4546, -2.6529, -0.0197], [2.0872, 4.3135, -3.0262], [-0.0700, 2.0777, 1.2810], [1.4494, 4.1506, -3.8825], [0.1708, -4.5276, 1.3424], [2.9584, 2.8179, -2.6613], [-0.4337, 2.5809, -0.4244], [1.1646, 2.0957, -0.0423], [0.0300, 0.1367, -1.2379], [-0.4988, -3.9125, -0.8440], [-2.1141, -1.2286, 4.2361], [1.0522, 4.8079, -1.6857], [-0.7946, -0.1451, 0.7255], [2.8106, 5.0995, -3.1877], [-0.2294, 0.5223, -0.1172], [-1.6903, -2.1286, 2.1204], [-2.3625, -2.3490, 2.9359], [-4.0215, -2.2403, 2.2930], [0.1252, 1.9175, 0.2322], [-2.2372, -3.3644, 3.2837], [0.3548, -3.7062, -0.2149], [1.7944, -4.2650, -1.1064]],
  "forces_ev_per_a": [[0.046, 0.263, -0.030], [0.055, -0.132, 0.133], [-0.080, 0.020, 0.089], [0.047, -0.037, -0.135], [-0.035, -0.040, -0.074], [-0.021, 0.015, -0.059], [-0.301, -0.146, 0.157], [0.022, -0.289, 0.183], [0.133, 0.073, 0.051], [-0.153, -0.050, 0.093], [0.216, 0.380, 0.506], [-0.135, 0.153, 0.164], [0.062, -0.091, 0.184], [0.050, 0.038, -0.100], [-0.221, -0.093, -0.209], [0.124, 0.098, -0.022], [-0.461, -0.390, -0.578], [0.021, -0.010, -0.052], [0.400, 0.381, -0.416], [0.117, -0.031, 0.122], [0.294, -0.224, -0.202], [-0.179, 0.111, 0.197]],
  "e_lumo_ha": 0.0007,
  "energy_ha": -3124.0905,
  "gap_ev": 10.7,
  "total_charge": 0,
  "relative_energy_kcal_mol": 0.0,
  "homo_energy_ev": -10.726
}